ORCA calculation (ωB97M-V with the def2-TZVPD basis set) on a 4-piece molecular cluster, C34H70FN9O5PS overall in a non-equilibrium geometry.

Structure (XYZ):
```
121
Properties=species:S:1:pos:R:3:forces:R:3
C 1.5447 -2.4197 0.8537 0.39 0.02 -1.04
C 1.8345 -1.3974 -0.2891 -0.79 -0.91 0.81
C 2.0555 -2.2030 -1.5700 0.85 1.07 -0.13
C 0.6708 -0.3702 -0.3311 0.37 0.21 0.15
C 1.1133 0.9895 0.2554 -0.60 -0.90 -0.30
C -0.0159 -0.1863 -1.6793 0.74 0.00 0.26
O -0.9508 -1.2646 -1.9224 -0.17 0.76 -0.91
C -2.2871 -0.8721 -2.1273 0.51 -1.31 1.15
C -2.7496 -0.2623 -0.8190 -0.37 0.19 -0.19
C -2.8794 -1.0468 0.3110 0.33 -0.32 -1.15
C -3.2664 -0.4240 1.4540 -0.34 -1.15 2.10
N -3.5155 0.8586 1.6539 0.05 0.57 -0.32
C -3.3601 1.6183 0.5798 -0.02 -0.01 0.29
C -2.9954 1.0738 -0.6325 0.30 0.96 -1.46
C -3.0316 -2.2110 -2.5081 -0.77 -0.15 -0.04
C -4.4492 -2.3781 -1.9475 -0.15 -0.52 -0.34
N -3.0998 -2.4638 -3.9404 0.11 0.46 -0.14
C -1.9222 -2.0399 -4.6695 0.08 0.29 0.30
C -1.8933 -2.5908 -6.0930 -0.38 -1.26 0.62
C -1.8592 -4.1302 -5.9788 -0.14 -0.01 -0.37
S -0.1694 -4.7613 -5.7175 -0.10 -0.20 0.18
C -0.2998 -5.4272 -4.0982 0.61 1.07 -0.61
N -0.9798 -6.3946 -3.6430 -0.60 -0.77 0.04
N -0.7083 -6.4430 -2.2848 -1.31 -1.40 0.30
C 0.1013 -5.5176 -2.0257 0.78 0.89 -0.33
O 0.4316 -4.8090 -3.1381 0.35 0.43 0.52
C -1.6967 -0.4988 -4.5370 0.85 -0.68 -0.53
C -1.8885 0.3612 -5.7789 0.68 1.19 -0.13
C -0.6681 0.3370 -6.7231 0.04 -0.37 0.95
F -3.0577 0.0977 -6.4668 -0.23 -0.31 0.20
N -2.3982 0.0754 -3.3021 -0.68 -0.70 -0.64
P -4.1080 0.6531 -3.6520 -1.07 2.63 -0.54
N -4.1463 2.1524 -4.0552 1.01 -0.81 0.26
H 0.9714 -3.2331 0.3979 -0.37 0.05 0.34
H 1.0170 -1.9736 1.6937 0.16 -0.11 0.14
H 2.4892 -2.8776 1.1507 -0.07 0.07 0.35
H 2.7519 -0.8910 0.0128 0.04 0.22 -0.41
H 2.5258 -1.5487 -2.3138 -0.09 -0.14 -0.16
H 2.7978 -2.9777 -1.3747 -0.22 -0.24 -0.07
H 1.1443 -2.6041 -2.0088 -0.01 -0.20 0.20
H -0.0997 -0.7383 0.3507 -0.14 -0.08 -0.16
H 1.7199 1.5388 -0.4644 0.14 0.14 0.21
H 1.6548 0.7648 1.1726 0.16 0.35 0.02
H 0.1979 1.5269 0.5151 0.22 0.41 -0.02
H 0.6992 -0.1991 -2.5063 0.07 -0.06 0.06
H -0.4555 0.8194 -1.6793 -0.47 -0.23 0.00
H -2.6923 -2.1087 0.2806 0.06 -0.06 0.19
H -3.3888 -1.0716 2.3200 -0.03 0.21 0.12
H -3.5134 2.6875 0.6560 -0.08 -0.01 0.19
H -2.8854 1.7573 -1.4723 -0.11 0.17 0.15
H -2.4346 -3.0207 -2.0826 0.29 0.25 0.13
H -5.1235 -1.5392 -2.1141 0.11 0.11 0.13
H -4.4708 -2.6659 -0.9031 0.04 0.28 0.10
H -4.8877 -3.2269 -2.4770 0.03 0.01 -0.04
H -3.9690 -2.1648 -4.3657 0.00 -0.05 0.02
H -1.0853 -2.5148 -4.1466 0.06 0.12 0.00
H -0.9903 -2.3180 -6.6293 -0.17 0.45 -0.13
H -2.8023 -2.3485 -6.6435 0.16 0.38 -0.11
H -2.5150 -4.4896 -5.1893 0.11 -0.04 0.05
H -2.2171 -4.5739 -6.9062 0.09 -0.01 -0.04
H 0.5166 -5.2609 -1.0691 0.21 0.11 -0.02
H -0.6376 -0.3846 -4.3000 -0.05 0.17 0.11
H -1.9545 1.4024 -5.4434 -0.35 -0.02 -0.02
H -0.9677 0.2124 -7.7581 -0.01 -0.04 -0.01
H -0.1019 1.2574 -6.5937 -0.11 0.11 -0.23
H 0.0048 -0.4542 -6.3945 0.07 -0.15 -0.48
H -1.9139 0.9607 -3.1288 -0.06 -0.08 0.37
H -4.6306 -0.1583 -4.6745 0.22 -0.54 0.52
H -4.8372 0.5346 -2.4552 0.28 -1.01 -0.16
H -3.2442 2.6141 -4.0663 -0.37 0.55 -0.24
C 0.0673 -1.1192 6.4431 -0.04 0.08 0.17
C 1.4831 -0.9338 5.9044 -0.31 -0.17 -0.19
C 1.6047 0.1861 4.8610 0.32 0.08 0.15
O 1.1046 -0.1436 3.5732 -0.09 0.19 -0.01
C -0.2982 -0.0388 3.4332 0.11 -0.25 -0.14
N 1.9672 -2.2189 5.3893 0.17 0.21 -0.13
H -0.5751 -1.6541 5.7433 0.04 0.01 -0.05
H 0.0900 -1.7030 7.3626 0.03 -0.03 -0.04
H -0.3995 -0.1579 6.6707 -0.01 -0.01 -0.02
H 2.1166 -0.6499 6.7493 0.07 0.05 -0.06
H 2.6671 0.3958 4.7128 -0.01 -0.04 -0.08
H 1.1472 1.1175 5.2203 -0.12 -0.05 0.00
H -0.7096 0.7840 4.0243 0.00 -0.04 0.06
H -0.7783 -0.9813 3.7099 -0.19 0.11 0.11
H -0.5186 0.1460 2.3806 0.06 0.08 -0.01
H 2.9470 -2.1278 5.1340 0.03 -0.08 0.13
H 1.4984 -2.3920 4.5035 -0.08 -0.09 0.07
C 7.9090 1.6875 -0.0690 0.16 -0.09 0.02
C 6.6590 1.3105 0.7202 0.02 0.26 -0.26
C 5.6407 0.4909 -0.0866 -0.07 -0.16 0.24
O 4.8801 1.2376 -1.0216 0.03 -0.15 -0.09
C 5.5375 1.5060 -2.2484 -0.18 0.17 0.02
N 6.0632 2.5296 1.2758 -0.21 -0.21 0.02
H 7.7317 2.5168 -0.7531 -0.07 -0.01 0.00
H 8.7006 2.0004 0.6111 -0.05 0.03 0.02
H 8.2825 0.8395 -0.6470 -0.01 0.01 -0.01
H 6.9809 0.6820 1.5557 -0.09 -0.05 0.00
H 4.9100 0.0802 0.6174 -0.05 0.06 -0.02
H 6.1181 -0.3658 -0.5805 0.08 0.07 -0.06
H 6.1881 0.6805 -2.5494 0.05 0.01 0.04
H 6.1120 2.4321 -2.1893 0.14 -0.07 -0.07
H 4.7713 1.6426 -3.0125 -0.03 -0.05 0.03
H 5.2974 2.2740 1.8938 0.09 0.04 0.11
H 5.6074 3.0247 0.5134 0.11 0.08 0.00
C -1.6849 4.3874 7.2454 0.10 -0.02 0.17
C -1.3393 3.5561 6.0143 -0.27 0.28 -0.01
C -0.6583 4.3572 4.8931 0.18 -0.21 -0.06
O -1.5248 5.1858 4.1421 0.09 0.04 0.08
C -1.8395 6.4301 4.7450 -0.17 -0.02 -0.16
N -2.5533 2.8839 5.5374 0.23 -0.06 -0.16
H -2.5731 4.9998 7.0943 0.01 0.00 -0.08
H -1.8893 3.7342 8.0935 -0.04 -0.02 -0.04
H -0.8582 5.0443 7.5232 -0.01 0.01 -0.01
H -0.6282 2.7864 6.3342 0.04 -0.01 -0.10
H -0.2476 3.6423 4.1723 -0.05 0.02 -0.04
H 0.1902 4.9383 5.2775 -0.06 0.05 0.09
H -0.9946 6.8309 5.3111 0.00 -0.04 0.05
H -2.7141 6.3405 5.3924 0.07 0.08 0.12
H -2.0879 7.1308 3.9483 0.05 -0.04 -0.04
H -2.3009 2.2489 4.7844 -0.08 -0.08 0.06
H -3.1274 3.5871 5.0787 -0.08 -0.01 0.10
```
Forces are in eV/Å.

Results
- E_tot: -82872.1720 eV
- LUMO level: -0.102 Ha
- Maximum force: 2.89 eV/A
- HOMO energy: -0.39787 hartree
- Charge: +1